[1]
Below is a 12-piece molecular cluster, C24H75N3O18 overall in a non-equilibrium geometry, with properties calculated with ωB97M-V with the def2-TZVPD basis set.

Geometry as XYZ:
```
120
C24H75N3O18 ωB97M-V with the def2-TZVPD basis set
C 1.18285 0.09218 1.64669
C -0.30510 -0.24115 1.72685
C -1.07067 -0.35531 0.36640
O -1.23189 0.97624 -0.14276
C -1.99888 1.09181 -1.40659
N -0.47273 -1.47820 2.45501
H 1.69967 -0.38154 0.81207
H 1.77756 -0.13458 2.53157
H 1.16562 1.17679 1.53985
H -0.84452 0.49150 2.32717
H -2.07657 -0.76157 0.47238
H -0.51454 -0.98088 -0.33178
H -3.03789 1.08729 -1.07712
H -1.71371 0.38303 -2.18403
H -1.89814 2.13496 -1.70622
H 0.18142 -2.12959 2.04530
H -0.10601 -1.42538 3.39460
C 4.03312 2.82044 5.64608
C 3.50655 1.74502 4.65711
C 4.38943 0.39935 4.56197
O 5.59807 0.50619 3.84950
C 5.47630 0.48652 2.42041
N 2.26177 1.43095 5.20981
H 5.05954 3.15782 5.50201
H 4.00223 2.43134 6.66379
H 3.32810 3.65130 5.67297
H 3.35202 2.16343 3.66254
H 3.83557 -0.44436 4.15030
H 4.70602 0.05867 5.54777
H 4.65916 1.02351 1.93871
H 5.36677 -0.53253 2.04942
H 6.40619 0.85200 1.98473
H 2.50642 1.02067 6.09970
H 1.98126 0.52320 4.86719
C -3.63665 -4.75606 2.96467
C -2.46530 -5.16173 2.05758
C -2.51517 -4.60581 0.62639
O -1.34907 -5.08629 -0.10451
C -1.26803 -4.48589 -1.36322
N -1.25782 -4.57701 2.70980
H -3.58175 -3.67069 3.04885
H -3.78171 -5.25718 3.92172
H -4.53773 -4.86235 2.36066
H -2.41595 -6.24958 2.10503
H -2.50786 -3.51584 0.63047
H -3.42909 -4.95557 0.14625
H -0.56906 -5.09679 -1.93450
H -0.85841 -3.47798 -1.29669
H -2.19039 -4.41341 -1.93952
H -0.43368 -4.75413 2.15344
H -1.28730 -3.56750 2.69946
O -2.44915 -0.46369 4.79227
H -2.02562 -1.01944 4.13806
H -2.11700 -0.78431 5.63079
O 1.33371 -1.67286 4.65953
H 0.86999 -2.47952 4.88426
H 2.18647 -1.96741 4.33972
O -0.86241 -1.41693 -3.96786
H -0.21831 -1.88857 -3.43972
H -1.27526 -2.09398 -4.50394
C -4.15076 2.76429 1.28513
C -5.17461 2.11618 2.26346
O -5.96006 3.15116 2.79327
O -4.82061 3.03143 0.04530
H -3.29172 2.11404 1.11977
H -3.68335 3.64055 1.73437
H -4.77749 1.57637 3.12310
H -5.91099 1.48552 1.76533
H -5.39706 3.53804 3.46777
H -4.23876 3.08923 -0.71608
C -0.06430 0.95277 -6.71980
C -0.55482 1.32784 -5.31688
O -1.81525 0.76610 -5.07828
O -1.01798 1.38708 -7.76766
H 0.07339 -0.12544 -6.80113
H 0.94667 1.34157 -6.84177
H -0.75584 2.39888 -5.29314
H 0.09916 1.08225 -4.48015
H -1.73710 -0.00650 -4.51384
H -0.59168 1.20518 -8.60835
C 1.96837 -1.27332 -2.66666
C 2.98060 -0.89347 -3.78788
O 3.85266 -1.96465 -3.94839
O 1.47864 -2.61157 -2.86753
H 1.10417 -0.61393 -2.74711
H 2.27800 -1.08865 -1.63800
H 3.40969 0.06891 -3.50893
H 2.42333 -0.80329 -4.72032
H 4.56327 -1.91933 -3.30451
H 2.14390 -3.29747 -2.77502
C 3.35545 -4.01561 -0.20246
C 1.90410 -3.88145 0.36029
O 1.72499 -4.41100 1.64346
O 4.24083 -3.00938 0.29397
H 3.24139 -4.00176 -1.28639
H 3.72963 -5.01063 0.03840
H 1.15137 -4.23503 -0.34433
H 1.62193 -2.82867 0.37179
H 2.46554 -4.29064 2.24238
H 4.25402 -3.12638 1.24672
C -2.77875 5.79922 -3.85273
C -3.46263 5.46591 -2.47608
O -4.10155 4.22908 -2.45869
O -1.66601 4.96748 -4.15229
H -2.53860 6.85823 -3.75817
H -3.46872 5.76781 -4.69597
H -4.17415 6.26969 -2.28693
H -2.83137 5.64925 -1.60660
H -3.58870 3.57168 -2.93451
H -1.48856 4.92535 -5.09481
C 1.29966 3.02505 -0.91427
C 0.71656 3.66297 -2.24472
O -0.31457 4.63255 -1.97889
O 2.33274 2.10127 -1.19073
H 0.47686 2.63212 -0.31703
H 1.64221 3.88912 -0.34491
H 0.27864 2.83334 -2.79974
H 1.52152 4.14303 -2.80120
H -0.65820 4.86216 -2.84537
H 3.17244 2.52692 -1.37863
```

## Properties
**Calculated total energy**: -2477.74059 hartree
**Maximum force**: 2.88 eV/Å
**2S+1**: 2
**Charge**: -1
**Expectation value of S²**: 0.75

These are the Mulliken partial charges, in e, on atoms 1 to 99: number 1, C, carries 0.036; number 2, C, carries -0.274; number 3, C, carries -0.075; number 4, O, carries -0.154; number 5, C, carries -0.297; number 6, N, carries 0.286; number 7, H, carries -0.384; number 8, H, carries -0.049; number 9, H, carries 0.380; number 10, H, carries 0.146; number 11, H, carries 0.434; number 12, H, carries -0.555; number 13, H, carries 0.370; number 14, H, carries 0.154; number 15, H, carries -0.138; number 16, H, carries -0.215; number 17, H, carries 0.343; number 18, C, carries -1.515; number 19, C, carries 0.575; number 20, C, carries -0.745; number 21, O, carries -0.277; number 22, C, carries -0.363; number 23, N, carries -0.696; number 24, H, carries 0.367; number 25, H, carries 0.331; number 26, H, carries 0.365; number 27, H, carries 0.244; number 28, H, carries 0.287; number 29, H, carries 0.250; number 30, H, carries 0.077; number 31, H, carries 0.124; number 32, H, carries 0.353; number 33, H, carries 0.352; number 34, H, carries 0.034; number 35, C, carries -1.340; number 36, C, carries 0.167; number 37, C, carries -0.197; number 38, O, carries -0.349; number 39, C, carries -0.607; number 40, N, carries -0.769; number 41, H, carries 0.254; number 42, H, carries 0.333; number 43, H, carries 0.375; number 44, H, carries 0.356; number 45, H, carries -0.013; number 46, H, carries 0.379; number 47, H, carries 0.350; number 48, H, carries 0.027; number 49, H, carries 0.413; number 50, H, carries 0.241; number 51, H, carries 0.253; number 52, O, carries -0.649; number 53, H, carries 0.320; number 54, H, carries 0.283; number 55, O, carries -0.069; number 56, H, carries -0.120; number 57, H, carries 0.069; number 58, O, carries -0.478; number 59, H, carries 0.273; number 60, H, carries 0.175; number 61, C, carries 0.867; number 62, C, carries -0.723; number 63, O, carries -0.531; number 64, O, carries -0.505; number 65, H, carries -0.440; number 66, H, carries 0.188; number 67, H, carries 0.346; number 68, H, carries 0.294; number 69, H, carries 0.318; number 70, H, carries 0.252; number 71, C, carries -0.627; number 72, C, carries 0.898; number 73, O, carries -0.596; number 74, O, carries -0.533; number 75, H, carries 0.289; number 76, H, carries 0.357; number 77, H, carries -0.142; number 78, H, carries -0.313; number 79, H, carries 0.438; number 80, H, carries 0.292; number 81, C, carries 0.766; number 82, C, carries -0.449; number 83, O, carries -0.601; number 84, O, carries -0.639; number 85, H, carries -0.526; number 86, H, carries 0.224; number 87, H, carries 0.291; number 88, H, carries 0.106; number 89, H, carries 0.362; number 90, H, carries 0.247; number 91, C, carries -0.915; number 92, C, carries 0.814; number 93, O, carries 0.247; number 94, O, carries -0.275; number 95, H, carries 0.204; number 96, H, carries 0.292; number 97, H, carries -0.411; number 98, H, carries -0.052; number 99, H, carries -0.371

[2]
Below is a 16-piece molecular cluster, C24H86N6O16 overall in a non-equilibrium geometry, with properties calculated with ωB97M-V with the def2-TZVPD basis set.

Geometry as XYZ:
```
132
C24H86N6O16 ωB97M-V with the def2-TZVPD basis set
C -4.11974 0.53971 6.14572
C -2.76335 0.90998 5.54269
C -1.87380 -0.31610 5.29331
O -2.63190 -1.23812 4.49824
C -1.83118 -2.25358 3.95123
N -2.88074 1.72516 4.33949
H -4.59000 -0.29129 5.62807
H -4.73944 1.43776 6.13160
H -3.99917 0.34538 7.21364
H -2.24786 1.55810 6.25634
H -1.50184 -0.84301 6.18033
H -1.00325 -0.02656 4.69204
H -0.90294 -1.86794 3.50289
H -2.37877 -2.73768 3.14825
H -1.49419 -2.96080 4.71589
H -1.98464 2.14009 4.13364
H -3.28286 1.19666 3.57794
C 6.41559 -0.42960 -3.49880
C 6.71176 0.40865 -2.25845
C 5.41831 0.74946 -1.49079
O 4.67246 1.72500 -2.16407
C 3.55063 2.17829 -1.41874
N 7.73615 -0.09900 -1.37741
H 7.40550 -0.54345 -3.95560
H 5.80814 0.03334 -4.27131
H 6.04453 -1.42321 -3.24476
H 7.05995 1.38497 -2.61866
H 5.54980 0.92030 -0.41265
H 4.91184 -0.23519 -1.42825
H 3.85506 2.56031 -0.43511
H 2.86507 1.34634 -1.24278
H 3.18255 3.04978 -1.95350
H 7.88301 0.49093 -0.56396
H 7.40820 -0.94273 -0.89914
C -2.31194 0.88351 -0.55936
C -0.82147 1.00421 -0.35307
C -0.31619 0.82560 1.07009
O -0.77837 1.85459 1.90160
C 0.03660 3.02157 1.80406
N -0.18274 0.00759 -1.24312
H -2.64693 -0.08033 -0.16816
H -2.55564 0.89311 -1.61293
H -2.84353 1.70192 -0.06982
H -0.52845 2.00025 -0.70824
H 0.78492 0.83819 0.98628
H -0.43583 -0.13054 1.58709
H -0.33073 3.83335 2.42015
H 0.15919 3.32664 0.76996
H 0.98279 2.78409 2.29993
H -0.27064 0.10576 -2.24839
H 0.80245 -0.10246 -1.03424
C -3.34056 -0.23694 -6.60559
C -3.03628 0.59162 -5.39622
C -3.85851 1.87363 -5.25117
O -3.53493 2.82108 -6.25665
C -4.02906 4.11805 -5.94427
N -3.42865 -0.18286 -4.16850
H -4.41536 -0.43036 -6.58489
H -2.81351 -1.17990 -6.74373
H -3.09814 0.41163 -7.45299
H -1.97981 0.81005 -5.21053
H -3.70958 2.24586 -4.22964
H -4.94609 1.73040 -5.34844
H -5.09176 4.07366 -6.19411
H -3.51211 4.81856 -6.60329
H -3.79851 4.50409 -4.94845
H -3.01790 0.17106 -3.31971
H -2.94097 -1.06361 -4.33295
C -1.24402 -3.93139 -0.72330
C -1.70331 -4.03183 0.73466
C -2.79257 -5.10496 0.89407
O -3.93837 -4.98491 0.06077
C -4.67467 -3.78108 0.22159
N -0.64591 -4.41200 1.66623
H -0.69064 -4.84097 -0.98583
H -0.52606 -3.12401 -0.86540
H -2.12159 -3.81939 -1.36059
H -2.21400 -3.10188 0.99803
H -3.06776 -5.26670 1.94042
H -2.33594 -6.05194 0.58157
H -5.40730 -3.78511 1.02897
H -5.19921 -3.65460 -0.72623
H -4.01634 -2.91344 0.29504
H 0.06576 -4.92976 1.16125
H -0.22810 -3.52763 1.94386
C 2.75997 -2.76210 -0.25218
C 3.47340 -4.09563 -0.20937
C 2.68584 -5.30490 -0.68223
O 1.85298 -5.71983 0.37233
C 1.30048 -7.01731 0.24879
N 4.72598 -3.89733 -0.99858
H 1.88937 -2.70151 0.40870
H 2.46106 -2.46496 -1.26097
H 3.40249 -1.97596 0.15004
H 3.80523 -4.25864 0.82001
H 3.40083 -6.10509 -0.92942
H 2.08433 -5.12052 -1.58565
H 2.05557 -7.76074 0.52979
H 0.85522 -7.22785 -0.72559
H 0.55288 -7.06876 1.04308
H 5.14851 -4.81924 -1.11864
H 4.38113 -3.70244 -1.94316
O -0.44250 3.33340 5.02107
H -0.28250 4.14917 5.50620
H 0.35885 2.80153 5.16423
O 2.07655 5.36152 1.82540
H 1.44228 5.91837 2.29006
H 2.21223 5.79910 0.97058
O -2.67245 4.18813 1.44851
H -2.40621 3.27190 1.63696
H -2.44740 4.67811 2.24564
O 1.53116 4.95056 -0.81662
H 0.59811 5.17326 -0.98923
H 1.50956 4.01211 -0.60890
O -1.18160 4.92573 -0.77642
H -1.89020 5.02151 -0.12654
H -1.63239 4.91637 -1.63039
O -4.18937 4.35833 -0.75488
H -4.96913 4.74582 -0.34312
H -3.67710 4.00428 -0.01139
O 0.15775 -0.50816 -4.40473
H 0.12726 -1.43929 -4.65329
H 0.85730 -0.12902 -4.94982
O 2.66349 -0.14539 2.98905
H 2.56979 -0.89747 3.58745
H 3.60759 -0.10313 2.79459
O 4.01968 3.86542 3.21533
H 4.79891 4.07946 2.69494
H 3.29401 4.36494 2.78913
O 2.41548 2.11260 4.78661
H 2.78993 2.77568 4.17785
H 2.22108 1.34448 4.22160
```

## Properties
**Calculated total energy**: -2498.23452 hartree
**Maximum force**: 2.66 eV/Å
**2S+1**: 1
**Charge**: 0
**Energy relative to the best compared isomer or geometry (same formula, charge and spin)**: 194.9 kJ/mol

These are the Mulliken partial charges, in e, on atoms 1 to 99: number 1, C, carries -1.490; number 2, C, carries 0.091; number 3, C, carries -0.363; number 4, O, carries -0.322; number 5, C, carries -0.440; number 6, N, carries -0.471; number 7, H, carries 0.287; number 8, H, carries 0.417; number 9, H, carries 0.361; number 10, H, carries 0.425; number 11, H, carries 0.424; number 12, H, carries 0.198; number 13, H, carries -0.042; number 14, H, carries 0.192; number 15, H, carries 0.395; number 16, H, carries 0.044; number 17, H, carries 0.290; number 18, C, carries -1.243; number 19, C, carries 0.421; number 20, C, carries -0.126; number 21, O, carries -0.441; number 22, C, carries -0.670; number 23, N, carries -0.754; number 24, H, carries 0.359; number 25, H, carries 0.328; number 26, H, carries 0.193; number 27, H, carries 0.275; number 28, H, carries 0.285; number 29, H, carries -0.096; number 30, H, carries 0.369; number 31, H, carries 0.292; number 32, H, carries 0.304; number 33, H, carries 0.307; number 34, H, carries 0.245; number 35, C, carries -0.358; number 36, C, carries 1.671; number 37, C, carries -0.748; number 38, O, carries 0.571; number 39, C, carries -0.825; number 40, N, carries -0.095; number 41, H, carries 0.096; number 42, H, carries -0.522; number 43, H, carries 0.104; number 44, H, carries -0.326; number 45, H, carries 0.302; number 46, H, carries 0.068; number 47, H, carries 0.240; number 48, H, carries 0.179; number 49, H, carries 0.152; number 50, H, carries 0.096; number 51, H, carries -0.184; number 52, C, carries -1.556; number 53, C, carries 0.816; number 54, C, carries -0.598; number 55, O, carries -0.329; number 56, C, carries -0.683; number 57, N, carries -0.785; number 58, H, carries 0.362; number 59, H, carries 0.417; number 60, H, carries 0.346; number 61, H, carries 0.254; number 62, H, carries 0.234; number 63, H, carries 0.334; number 64, H, carries 0.295; number 65, H, carries 0.257; number 66, H, carries 0.238; number 67, H, carries 0.118; number 68, H, carries 0.232; number 69, C, carries -1.347; number 70, C, carries 1.285; number 71, C, carries -0.921; number 72, O, carries -0.384; number 73, C, carries -0.312; number 74, N, carries -0.498; number 75, H, carries 0.227; number 76, H, carries 0.206; number 77, H, carries 0.443; number 78, H, carries -0.162; number 79, H, carries 0.338; number 80, H, carries 0.266; number 81, H, carries 0.276; number 82, H, carries 0.278; number 83, H, carries 0.009; number 84, H, carries 0.180; number 85, H, carries 0.200; number 86, C, carries -1.008; number 87, C, carries 0.268; number 88, C, carries -0.571; number 89, O, carries -0.446; number 90, C, carries -0.906; number 91, N, carries -0.684; number 92, H, carries 0.161; number 93, H, carries 0.325; number 94, H, carries 0.255; number 95, H, carries 0.251; number 96, H, carries 0.423; number 97, H, carries 0.257; number 98, H, carries 0.364; number 99, H, carries 0.358